Run P
{"formula": "C8H11NO", "method": "wB97M-V/def2-TZVPD", "symbols": ["C", "C", "C", "C", "C", "C", "C", "C", "N", "H", "H", "H", "H", "H", "H", "H", "H", "H", "O", "H", "H"], "positions_angstrom": [[-3.76963, 0.25669, -0.04315], [-2.31910, 0.08980, -0.10834], [-1.12020, -0.08716, -0.13271], [0.33244, -0.26363, -0.12865], [0.80778, -1.20593, 1.02795], [0.80498, -2.38879, 0.04005], [0.81314, -1.37388, -1.12047], [1.03894, 1.07541, -0.27876], [0.84538, 2.05772, 0.58417], [-4.02982, 1.32327, -0.00057], [-4.25240, -0.18133, -0.92760], [-4.17901, -0.23509, 0.85001], [1.82079, -0.93258, 1.34537], [0.14789, -1.25601, 1.90194], [1.64732, -3.08865, 0.09678], [-0.13379, -2.95613, 0.08207], [0.15276, -1.55897, -1.97575], [1.83090, -1.16242, -1.46892], [2.32055, 1.05923, -0.46358], [-0.13471, 2.23408, 0.78242], [2.25237, 2.15615, 0.40864]], "homo_lumo_gap_ev": 10.230, "homo_ev": -9.59}

Run Q
{"formula": "C8H11NO", "method": "wB97M-V/def2-TZVPD", "symbols": ["C", "C", "C", "C", "C", "C", "C", "C", "H", "H", "H", "H", "H", "H", "H", "H", "H", "H", "H", "N", "O"], "positions_angstrom": [[-1.78587, -0.06726, -0.40588], [-3.22633, -0.45173, -0.09507], [2.43018, 0.70726, -0.55122], [1.28240, 1.31412, 0.05165], [0.42314, 0.65460, 0.85607], [0.53314, -0.70208, 0.93618], [1.58962, -1.35477, 0.33828], [2.58451, -0.63667, -0.35016], [-0.53547, 1.50099, -0.06822], [-2.34410, 1.96440, 0.02624], [-3.65600, -1.41859, -0.53068], [-3.99134, 0.35504, -0.04506], [-3.11959, -0.68868, 1.02942], [3.20518, 1.36120, -1.01149], [0.96986, 2.41953, -0.21890], [-0.35595, 1.21507, 1.37795], [-0.26919, -1.39735, 1.28248], [1.65240, -2.48016, 0.31623], [3.40260, -1.17866, -0.69787], [-1.46656, 1.14450, 0.04153], [-0.95965, -0.80563, -0.80374]], "smiles": "c1ccccc1.CC(N)=O", "homo_lumo_gap_ev": 9.290, "homo_ev": -8.53}

Bottom line: run Q, by a margin of 47.8 kJ/mol.

Run P
{"formula": "C19H13ClCoF3N4O2SSbSe4", "method": "wB97M-V/def2-TZVPD", "symbols": ["Co", "O", "C", "C", "C", "C", "C", "C", "C", "O", "N", "N", "C", "C", "C", "C", "C", "C", "N", "H", "H", "H", "H", "H", "H", "H", "H", "H", "H", "F", "C", "F", "F", "C", "C", "C", "C", "N", "C", "S", "H", "H", "H", "Se", "Sb", "Se", "Se", "Se", "Cl"], "positions_angstrom": [[0.00590, 0.38868, -0.03174], [-0.01660, -2.91516, -4.15319], [-0.07292, -3.75353, -3.10747], [-0.09945, -5.12514, -3.37879], [-0.14838, -6.04214, -2.34788], [-0.17545, -5.61572, -1.02148], [-0.14936, -4.25992, -0.74941], [-0.09510, -3.31585, -1.77058], [-0.03233, -1.87781, -1.40211], [0.02438, -1.55516, -0.18498], [-0.03023, -0.99387, -2.40994], [0.00668, 0.26231, -1.87516], [0.01711, 1.32911, -2.55542], [0.02676, 2.55151, -1.73548], [0.03026, 3.82344, -2.24357], [-0.03588, 4.90100, -1.36689], [-0.12744, 4.66288, -0.01735], [-0.11548, 3.34771, 0.42660], [-0.00922, 2.31950, -0.40299], [-0.02667, -1.98582, -3.78528], [-0.07726, -5.43834, -4.41510], [-0.16692, -7.10138, -2.57908], [-0.21501, -6.33445, -0.21309], [-0.16712, -3.89112, 0.26782], [-0.02216, 1.32795, -3.63910], [0.04051, 3.96308, -3.31606], [-0.06763, 5.91343, -1.74649], [-0.26522, 5.46226, 0.69429], [-0.22415, 3.11214, 1.47577], [4.22419, 1.36456, 4.22425], [3.83622, 0.26839, 3.52337], [4.14220, -0.77852, 4.33515], [4.64339, 0.18279, 2.48371], [2.36501, 0.30677, 3.23487], [1.55478, 0.28635, 4.35762], [0.17697, 0.32486, 4.24153], [-0.35245, 0.39006, 2.96815], [0.40966, 0.42970, 1.88227], [1.77898, 0.38049, 1.94742], [2.53857, 0.43185, 0.40970], [2.01528, 0.24236, 5.33790], [-0.46967, 0.31060, 5.10687], [-1.42092, 0.43109, 2.79133], [-6.34589, 1.97912, 0.09264], [-4.06936, 2.86417, 0.04066], [-3.61088, 4.19351, -1.97639], [-3.34323, 3.97861, 2.10396], [-2.39617, 0.57227, 0.15546], [-3.48831, -1.31862, 0.32369]], "s_squared": 0.76, "charge": -2, "multiplicity": 2, "homo_lumo_gap_ev": [5.759, 5.767], "homo_ev": [-1.87, -1.86]}

Run Q
{"formula": "C19H13ClCoF3N4O2SSbSe4", "method": "wB97M-V/def2-TZVPD", "symbols": ["Co", "O", "C", "C", "C", "C", "C", "C", "C", "O", "N", "N", "C", "C", "C", "C", "C", "C", "N", "H", "H", "H", "H", "H", "H", "H", "H", "H", "H", "F", "C", "F", "F", "C", "C", "C", "C", "N", "C", "S", "H", "H", "H", "Se", "Sb", "Se", "Se", "Se", "Cl"], "positions_angstrom": [[-0.25317, 0.10848, -0.47141], [4.95535, 0.24019, -1.13748], [4.82698, -0.43963, 0.01397], [5.99560, -0.85997, 0.65299], [5.93136, -1.56924, 1.83625], [4.70089, -1.88008, 2.41000], [3.54265, -1.46435, 1.77974], [3.58357, -0.74021, 0.59106], [2.30862, -0.32676, -0.03054], [1.21648, -0.64482, 0.52221], [2.39019, 0.40820, -1.14582], [1.14046, 0.65548, -1.57862], [0.83871, 1.24472, -2.67180], [-0.59288, 1.47655, -2.82413], [-1.18984, 2.09440, -3.90904], [-2.55908, 2.30266, -3.88964], [-3.28652, 1.93636, -2.77156], [-2.62453, 1.33375, -1.71558], [-1.32346, 1.07089, -1.76411], [4.03906, 0.42589, -1.46583], [6.94341, -0.62024, 0.18779], [6.85031, -1.89004, 2.31404], [4.64927, -2.44503, 3.33145], [2.56742, -1.69602, 2.18592], [1.58689, 1.56707, -3.38580], [-0.58524, 2.37976, -4.75972], [-3.05568, 2.73620, -4.74786], [-4.35913, 2.04918, -2.71385], [-3.16169, 1.00642, -0.83480], [-2.32189, 3.14231, 3.30062], [-1.89279, 2.00225, 3.87439], [-0.62440, 2.22579, 4.26905], [-2.61792, 1.85665, 5.01100], [-2.02631, 0.81227, 2.98007], [-2.77510, -0.29137, 3.36914], [-2.87295, -1.39645, 2.54782], [-2.22486, -1.37118, 1.32512], [-1.51999, -0.30982, 0.94918], [-1.37884, 0.77372, 1.74062], [-0.32023, 1.92228, 0.99326], [-3.28420, -0.27552, 4.32335], [-3.47424, -2.25366, 2.81037], [-2.25685, -2.20858, 0.63967], [-4.08764, -4.08309, -1.11861], [-3.43023, -1.85031, -2.16820], [-3.99794, -1.64820, -4.52206], [-5.17873, -0.96300, -0.63927], [-0.59468, -1.90966, -1.76335], [1.80383, -2.63427, -1.92999]], "s_squared": 0.76, "charge": -2, "multiplicity": 2, "homo_lumo_gap_ev": [5.213, 5.164], "homo_ev": [-1.38, -1.34]}

Bottom line: run P, by a margin of 54.7 kJ/mol.